Record 1
{"formula": "C4H11NO", "method": "the ωB97M-V functional and the def2-TZVPD basis", "smiles": "C[C@H](N)CCO", "e_above_lowest_kj_mol": 96.9, "molar_mass_g_mol": 89.138, "elements": ["C", "C", "N", "C", "C", "O", "H", "H", "H", "H", "H", "H", "H", "H", "H", "H", "H"], "xyz": [[0.058, 1.006, -2.025], [-0.282, 0.399, -0.672], [-1.080, 1.272, 0.216], [0.996, -0.027, 0.084], [0.738, -0.816, 1.336], [-0.258, -1.813, 1.006], [0.977, 0.597, -2.429], [0.205, 2.086, -1.905], [-0.790, 0.907, -2.702], [-0.866, -0.513, -0.767], [-1.664, 1.929, -0.290], [-1.778, 0.697, 0.661], [1.690, -0.466, -0.629], [1.470, 0.938, 0.316], [1.601, -1.343, 1.733], [0.292, -0.153, 2.079], [-0.426, -2.320, 1.787]], "forces_ev_per_angstrom": [[-0.6, 0.8, 0.6], [0.0, -0.9, 0.7], [-0.2, 0.4, -0.2], [0.3, 1.6, -0.7], [-1.0, -0.5, -0.3], [0.3, 0.4, -0.6], [-0.1, -0.2, -0.3], [0.2, -0.1, 0.0], [0.2, -0.2, -0.2], [0.1, -0.2, -0.7], [0.4, 0.1, -0.4], [0.0, -0.3, 0.4], [-0.1, -0.7, 0.1], [0.1, -0.2, 0.4], [0.4, 0.3, 0.0], [0.3, 0.1, 0.2], [-0.2, -0.5, 0.7]], "lowdin_charge": [-0.062, -0.459, 0.038, -0.175, -0.238, -0.085, 0.070, 0.079, 0.074, 0.116, 0.063, 0.064, 0.106, 0.122, 0.112, 0.109, 0.066]}


Record 2
{"formula": "C36H76O28P4", "method": "the ωB97M-V functional and the def2-TZVPD basis", "smiles": "CCOP(=O)(OCC)OCC.CCOP(=O)(OCC)OCC.CCOP(=O)(OCC)OCC.CCOP(=O)(OCC)OCC.O=C1OCCO1.O=C1OCCO1.O=C1OCCO1.O=C1OCCO1", "e_above_lowest_kj_mol": 166.0, "molar_mass_g_mol": 1080.872, "elements": ["C", "C", "O", "P", "O", "O", "C", "C", "O", "C", "C", "H", "H", "H", "H", "H", "H", "H", "H", "H", "H", "H", "H", "H", "H", "H", "C", "C", "O", "P", "O", "O", "C", "C", "O", "C", "C", "H", "H", "H", "H", "H", "H", "H", "H", "H", "H", "H", "H", "H", "H", "H", "C", "C", "O", "P", "O", "O", "C", "C", "O", "C", "C", "H", "H", "H", "H", "H", "H", "H", "H", "H", "H", "H", "H", "H", "H", "H", "C", "C", "O", "P", "O", "O", "C", "C", "O", "C", "C", "H", "H", "H", "H", "H", "H", "H", "H", "H", "H", "H", "H", "H", "H", "H", "O", "C", "O", "C", "C", "O", "H", "H", "H", "H", "O", "C", "O", "C", "C", "O", "H", "H", "H", "H", "O", "C", "O", "C", "C", "O", "H", "H", "H", "H", "O", "C", "O", "C", "C", "O", "H", "H", "H", "H"], "xyz": [[9.578, -3.272, -3.109], [8.883, -3.227, -4.469], [9.161, -4.397, -5.213], [8.558, -4.637, -6.694], [8.628, -3.560, -7.698], [7.075, -5.118, -6.395], [5.957, -4.889, -7.270], [4.826, -5.688, -6.664], [9.289, -5.947, -7.234], [8.794, -7.277, -7.144], [9.067, -7.768, -5.698], [9.369, -4.222, -2.612], [10.665, -3.284, -3.211], [9.264, -2.449, -2.471], [7.799, -3.195, -4.314], [9.151, -2.299, -4.982], [5.647, -3.846, -7.373], [6.327, -5.215, -8.246], [4.405, -5.368, -5.711], [4.032, -5.532, -7.408], [4.942, -6.750, -6.441], [7.734, -7.273, -7.398], [9.384, -7.908, -7.808], [8.230, -7.432, -5.086], [9.183, -8.842, -5.545], [10.052, -7.353, -5.488], [15.136, -9.009, -2.508], [14.470, -7.685, -2.926], [14.174, -6.948, -1.726], [14.940, -5.601, -1.395], [16.399, -5.682, -1.661], [14.162, -4.478, -2.257], [14.620, -4.221, -3.601], [14.381, -2.726, -3.854], [14.534, -5.395, 0.124], [15.432, -5.844, 1.156], [14.612, -6.373, 2.337], [15.388, -9.592, -3.388], [15.975, -8.746, -1.867], [14.362, -9.424, -1.858], [15.151, -7.119, -3.558], [13.551, -7.868, -3.481], [15.681, -4.495, -3.563], [14.284, -4.847, -4.433], [13.308, -2.621, -3.683], [14.877, -2.149, -3.075], [14.737, -2.413, -4.831], [16.104, -6.618, 0.792], [15.994, -4.958, 1.449], [13.658, -5.851, 2.368], [14.399, -7.427, 2.149], [15.164, -6.306, 3.271], [7.468, -9.974, -2.532], [6.988, -8.580, -2.191], [5.861, -8.696, -1.309], [5.241, -7.345, -0.755], [6.174, -6.379, -0.167], [4.420, -6.807, -2.043], [3.098, -7.300, -2.351], [2.874, -6.925, -3.817], [4.103, -7.926, 0.213], [3.272, -7.010, 0.935], [1.928, -7.631, 1.239], [6.738, -10.565, -3.086], [8.332, -9.844, -3.187], [7.723, -10.529, -1.632], [7.804, -8.052, -1.690], [6.855, -7.972, -3.090], [3.127, -8.384, -2.250], [2.337, -6.880, -1.694], [3.318, -5.997, -4.161], [3.249, -7.744, -4.434], [1.809, -6.878, -4.062], [3.834, -6.816, 1.851], [3.139, -6.090, 0.358], [1.983, -8.656, 1.611], [1.500, -7.146, 2.122], [1.185, -7.600, 0.444], [17.767, -9.482, -7.207], [16.289, -9.825, -6.958], [15.418, -8.968, -7.690], [14.576, -7.866, -6.884], [15.321, -7.110, -5.852], [14.090, -6.844, -8.021], [14.015, -5.439, -7.793], [12.557, -4.968, -7.745], [13.308, -8.693, -6.337], [12.326, -9.269, -7.178], [11.599, -10.373, -6.393], [18.382, -10.132, -6.577], [18.063, -9.895, -8.173], [17.958, -8.428, -7.039], [16.159, -10.848, -7.316], [16.061, -9.841, -5.891], [14.595, -5.135, -6.923], [14.503, -5.001, -8.665], [11.968, -5.204, -8.627], [11.989, -5.266, -6.859], [12.554, -3.885, -7.587], [11.660, -8.445, -7.461], [12.726, -9.683, -8.110], [10.586, -10.306, -6.806], [11.933, -11.377, -6.655], [11.531, -10.322, -5.310], [8.717, -0.427, -12.088], [7.861, -1.015, -11.527], [6.970, -1.840, -12.180], [5.915, -2.115, -11.273], [6.622, -2.004, -9.941], [7.564, -0.944, -10.209], [4.910, -1.696, -11.269], [5.702, -3.191, -11.345], [7.092, -2.805, -9.373], [5.899, -1.496, -9.298], [4.284, -10.659, -10.656], [3.661, -9.819, -10.098], [2.322, -9.846, -9.960], [1.900, -8.859, -9.065], [3.194, -8.033, -8.786], [4.217, -8.778, -9.431], [1.185, -8.140, -9.466], [1.457, -9.228, -8.139], [3.454, -7.828, -7.751], [3.059, -7.061, -9.268], [4.215, 0.429, -8.689], [3.911, -0.400, -7.892], [3.812, -0.236, -6.582], [3.275, -1.403, -5.969], [3.040, -2.383, -7.142], [3.546, -1.672, -8.257], [3.907, -1.975, -5.295], [2.263, -1.236, -5.612], [1.971, -2.584, -7.212], [3.605, -3.300, -6.992], [5.203, -3.260, -3.767], [4.677, -3.239, -2.697], [5.198, -3.791, -1.568], [4.370, -3.395, -0.481], [3.041, -3.395, -1.140], [3.409, -2.851, -2.448], [4.356, -4.148, 0.307], [4.661, -2.436, -0.054], [2.273, -2.748, -0.724], [2.644, -4.391, -1.337]], "forces_ev_per_angstrom": [[0.3, -1.0, -0.5], [-0.9, 1.1, 1.1], [0.3, -1.0, -2.0], [0.2, 0.3, -0.2], [0.1, -0.2, 0.9], [0.1, 0.6, 0.8], [0.9, -0.9, 0.7], [-1.3, 0.1, -0.7], [0.2, 0.8, 0.1], [0.3, -0.8, 1.4], [-0.3, 0.0, -0.8], [-0.3, 0.1, 0.1], [0.0, 0.4, -0.1], [0.0, 0.1, -0.1], [0.0, 0.1, 0.1], [0.2, -0.3, -0.4], [0.5, 0.1, 0.3], [-0.8, -0.2, -0.2], [0.5, 1.0, -0.1], [-0.3, -0.5, 0.2], [0.7, -0.1, -0.8], [0.1, -0.3, -0.1], [-0.2, 0.4, -0.4], [0.5, 0.3, 0.5], [-0.3, -0.1, -0.5], [-0.2, 0.3, 0.7], [-1.2, 1.5, 0.5], [1.1, -0.3, -0.2], [-0.5, -0.2, 0.2], [0.9, -0.4, -0.8], [-1.0, 0.3, 0.2], [-0.4, -0.9, 0.8], [2.1, 0.7, -0.1], [-0.1, -1.1, 0.8], [-0.5, 0.3, -1.0], [0.0, 0.3, 0.8], [0.0, -0.4, -0.9], [0.1, -0.3, 0.2], [0.3, -0.3, -0.3], [0.3, -0.8, -0.2], [-0.1, 0.1, -0.1], [-0.1, 0.2, 0.1], [0.1, 0.5, -0.3], [-1.1, -0.3, 0.6], [-0.1, 0.5, -0.5], [0.1, 0.0, -0.1], [-0.3, 0.0, -0.1], [0.1, 0.2, -0.2], [0.2, -0.1, 0.0], [0.1, 0.1, 0.3], [-0.1, 0.0, 0.1], [0.0, 0.2, 0.0], [-0.1, 0.1, -0.4], [1.3, -0.2, 0.1], [-0.3, 0.4, 0.1], [-0.6, -0.2, -0.2], [-0.5, -0.2, -0.4], [0.0, 0.6, 1.1], [0.9, 0.2, -1.0], [-0.8, -0.9, -0.2], [0.5, -0.3, -1.0], [0.2, -0.2, 0.3], [-0.4, -0.3, 1.0], [-0.2, 0.2, 0.0], [0.2, -0.2, 0.2], [0.2, 0.1, 0.0], [-0.2, -0.1, 0.4], [-0.9, -0.1, 0.0], [-0.3, 0.0, 0.1], [0.1, 0.1, 0.2], [0.2, 0.1, 0.5], [0.3, 0.2, -0.1], [-0.1, 0.0, 0.2], [-0.3, 0.4, 0.0], [0.1, 0.1, 0.1], [0.5, -0.1, -0.4], [-0.1, 0.5, -0.3], [0.2, 0.1, -0.2], [-0.5, -1.1, 0.1], [1.2, -0.7, 0.2], [-0.8, 0.9, -0.1], [0.5, 1.2, -0.1], [-0.6, -1.2, -0.1], [0.0, -2.1, 0.4], [-0.7, 0.8, -0.5], [0.2, 0.6, 0.9], [1.6, 0.9, 0.1], [-0.5, -0.2, 0.4], [-0.9, -0.1, -1.3], [-0.1, 0.4, 0.6], [-0.2, 0.9, -0.4], [0.3, 0.0, -0.2], [-0.4, 0.1, -0.1], [-0.1, 0.3, 0.0], [-0.1, -0.2, 0.1], [0.0, 0.1, 0.0], [0.2, -0.1, -0.1], [0.3, -0.7, 0.0], [0.2, 0.1, -0.5], [-0.1, -0.3, 0.1], [0.3, 0.1, 0.2], [-0.2, -0.3, 0.4], [0.3, 0.1, 0.0], [0.3, 0.6, 0.0], [0.6, 0.2, -0.1], [-0.7, 0.1, 0.0], [-0.6, 1.0, 0.0], [0.7, -4.0, 1.1], [-1.3, 2.8, 1.4], [0.6, -0.7, -0.8], [0.5, 1.3, -0.8], [-0.1, 0.0, -0.6], [0.2, -0.4, -0.7], [0.2, -0.4, 0.5], [0.0, 0.2, -0.3], [0.7, -0.6, 0.4], [-0.5, -0.1, -0.1], [0.4, 1.8, 1.3], [-0.7, 0.3, -0.5], [-0.3, 0.0, 0.0], [-0.2, -0.6, -0.6], [0.2, -0.6, -0.2], [-0.1, -0.5, 0.1], [0.4, 0.0, -0.1], [0.2, -0.2, 0.3], [-0.5, -0.2, -1.2], [0.2, -0.1, 1.1], [-0.9, -1.6, -0.9], [0.3, 0.5, 0.4], [-0.1, 0.1, -0.3], [0.3, 1.1, 0.6], [0.4, 0.7, 0.8], [0.1, -0.2, -0.6], [-0.1, -0.1, -0.2], [0.0, 0.4, 0.0], [-0.3, -1.4, 0.5], [0.6, 0.8, -0.3], [-0.3, -0.9, 0.9], [-0.5, 1.0, -1.3], [-0.3, 0.2, -0.1], [0.7, 0.0, -0.1], [0.1, 0.1, -0.2], [0.1, 0.0, 0.1], [0.1, -0.1, 0.2]], "lowdin_charge": [-0.054, -0.273, -0.176, 0.428, -0.219, -0.196, -0.225, -0.078, -0.189, -0.231, -0.051, 0.078, 0.064, 0.079, 0.100, 0.123, 0.109, 0.128, 0.050, 0.071, 0.077, 0.108, 0.109, 0.063, 0.055, 0.086, -0.045, -0.270, -0.187, 0.420, -0.243, -0.179, -0.271, -0.055, -0.177, -0.255, -0.065, 0.063, 0.076, 0.076, 0.075, 0.112, 0.103, 0.101, 0.065, 0.077, 0.075, 0.111, 0.118, 0.077, 0.073, 0.073, -0.066, -0.274, -0.165, 0.418, -0.205, -0.198, -0.237, -0.055, -0.186, -0.267, -0.066, 0.079, 0.068, 0.083, 0.121, 0.109, 0.122, 0.097, 0.052, 0.076, 0.080, 0.130, 0.090, 0.085, 0.081, 0.071, -0.061, -0.273, -0.175, 0.460, -0.231, -0.174, -0.253, -0.061, -0.188, -0.259, -0.060, 0.077, 0.074, 0.080, 0.117, 0.101, 0.096, 0.121, 0.080, 0.063, 0.082, 0.102, 0.125, 0.063, 0.073, 0.078, 0.172, -0.555, 0.061, -0.137, -0.114, 0.071, 0.132, 0.126, 0.101, 0.100, 0.177, -0.565, 0.082, -0.126, -0.120, 0.066, 0.125, 0.127, 0.098, 0.122, 0.172, -0.575, 0.100, -0.089, -0.118, 0.036, 0.104, 0.130, 0.128, 0.088, 0.146, -0.555, 0.059, -0.129, -0.091, 0.048, 0.121, 0.143, 0.138, 0.118]}


Record 3
{"formula": "C5H6N2S", "method": "the ωB97M-V functional and the def2-TZVPD basis", "smiles": "S=C/C=C1\\C=CNN1", "e_above_lowest_kj_mol": 213.8, "molar_mass_g_mol": 126.184, "elements": ["S", "C", "C", "C", "C", "C", "N", "N", "H", "H", "H", "H", "H", "H"], "xyz": [[0.887, -2.174, 1.286], [-0.019, -2.094, -0.101], [-0.487, -0.995, -0.850], [-0.297, 0.346, -0.551], [0.384, 1.000, 0.527], [0.156, 2.323, 0.398], [-0.698, 2.573, -0.667], [-0.813, 1.345, -1.340], [-0.304, -3.050, -0.553], [-1.055, -1.222, -1.762], [0.937, 0.488, 1.337], [0.527, 3.139, 0.953], [-0.420, 3.313, -1.268], [-1.705, 1.209, -1.779]], "forces_ev_per_angstrom": [[-0.2, 0.1, -0.3], [0.1, -0.1, 0.0], [-0.2, 0.1, -0.2], [0.0, -0.6, -0.1], [0.7, -0.3, 1.1], [-0.6, -0.8, -0.8], [0.1, -0.6, 0.7], [0.1, 0.3, 0.1], [0.0, 0.1, 0.1], [0.2, 0.1, 0.4], [-0.5, 0.4, -0.9], [0.3, 0.7, 0.5], [0.1, 0.7, -0.6], [-0.2, -0.1, -0.2]], "lowdin_charge": [0.553, -0.695, -0.170, -0.264, -0.018, -0.067, 0.009, 0.054, 0.038, 0.100, 0.067, 0.112, 0.130, 0.152]}


Record 4
{"formula": "C36H30BaN5PS2", "method": "the ωB97M-V functional and the def2-TZVPD basis", "e_above_lowest_kj_mol": 41.1, "molar_mass_g_mol": 765.107, "elements": ["Ba", "C", "C", "C", "C", "C", "C", "P", "C", "C", "C", "C", "C", "C", "C", "C", "C", "C", "C", "C", "H", "H", "H", "H", "H", "H", "H", "H", "H", "H", "H", "H", "H", "H", "N", "C", "C", "C", "C", "C", "C", "C", "C", "C", "C", "C", "C", "H", "H", "H", "H", "H", "H", "H", "H", "H", "H", "N", "C", "N", "C", "C", "S", "C", "C", "S", "C", "N", "N", "H", "H", "H", "H", "H", "H"], "xyz": [[-0.203, -0.372, 0.166], [2.727, -3.480, 2.802], [1.457, -4.033, 2.745], [0.335, -3.232, 2.916], [0.475, -1.866, 3.154], [1.764, -1.316, 3.181], [2.885, -2.116, 3.012], [-0.944, -0.708, 3.308], [-1.257, -0.656, 5.107], [-2.329, 0.125, 5.548], [-2.624, 0.221, 6.898], [-1.839, -0.450, 7.830], [-0.767, -1.217, 7.402], [-0.477, -1.322, 6.045], [-2.304, -1.704, 2.598], [-3.113, -2.537, 3.375], [-4.076, -3.324, 2.760], [-4.206, -3.282, 1.376], [-3.384, -2.445, 0.626], [-2.402, -1.608, 1.192], [3.598, -4.105, 2.651], [1.335, -5.092, 2.549], [-0.655, -3.668, 2.854], [1.882, -0.248, 3.350], [3.875, -1.679, 3.020], [-2.940, 0.652, 4.822], [-3.462, 0.822, 7.228], [-2.064, -0.373, 8.887], [-0.155, -1.743, 8.124], [0.354, -1.935, 5.718], [-2.998, -2.573, 4.454], [-4.713, -3.970, 3.353], [-4.950, -3.903, 0.887], [-3.529, -2.445, -0.454], [2.625, -0.157, -1.513], [3.575, -0.934, -0.800], [4.678, -0.293, -0.237], [5.660, -1.009, 0.436], [5.544, -2.385, 0.548], [4.437, -3.017, -0.004], [3.430, -2.324, -0.673], [2.252, -3.062, -1.219], [2.494, -4.249, -1.918], [1.437, -5.045, -2.339], [0.137, -4.651, -2.053], [-0.082, -3.450, -1.378], [0.948, -2.594, -0.947], [3.061, 0.625, -1.980], [2.095, -0.729, -2.162], [4.792, 0.777, -0.373], [6.513, -0.490, 0.855], [6.305, -2.962, 1.058], [4.330, -4.091, 0.092], [3.513, -4.554, -2.136], [1.629, -5.963, -2.883], [-0.700, -5.274, -2.351], [-1.124, -3.190, -1.162], [3.024, 2.326, 0.718], [1.916, 3.095, 0.496], [0.703, 2.633, 0.376], [-0.190, 3.689, 0.164], [0.372, 4.913, 0.094], [2.075, 4.808, 0.311], [-1.643, 3.429, 0.113], [-2.622, 4.359, 0.067], [-4.166, 3.587, 0.110], [-3.369, 2.040, 0.192], [-2.068, 2.120, 0.181], [-4.063, 0.879, 0.230], [2.872, 1.350, 0.916], [3.816, 2.750, 1.168], [-0.109, 5.869, -0.040], [-2.538, 5.434, 0.048], [-5.049, 0.901, 0.413], [-3.557, 0.036, 0.492]], "forces_ev_per_angstrom": [[0.5, 0.7, -0.2], [0.0, 0.0, 0.0], [0.0, 0.0, 0.0], [0.0, 0.0, 0.0], [0.1, 0.1, -0.1], [0.0, -0.1, 0.0], [-0.1, 0.0, 0.0], [-0.1, -0.1, 0.1], [0.0, 0.0, 0.0], [0.0, 0.0, 0.0], [0.0, 0.0, 0.0], [0.0, 0.0, 0.0], [0.0, 0.0, 0.0], [0.0, -0.1, 0.0], [-0.1, 0.0, 0.0], [0.0, 0.0, 0.0], [0.0, 0.0, -0.1], [0.0, 0.0, 0.0], [0.0, 0.0, 0.1], [-0.5, -0.2, 0.2], [0.0, 0.0, 0.0], [0.0, 0.0, 0.0], [0.0, 0.0, 0.0], [0.0, 0.0, 0.0], [0.0, 0.0, 0.0], [0.0, 0.0, 0.0], [0.0, 0.0, 0.0], [0.0, 0.0, 0.0], [0.0, 0.0, 0.0], [0.0, 0.0, 0.0], [0.0, 0.0, 0.0], [0.0, 0.0, 0.0], [0.0, 0.0, 0.0], [0.0, 0.0, 0.0], [-0.1, -0.1, 0.2], [0.0, 0.1, -0.1], [0.1, 0.0, 0.0], [-0.1, 0.0, 0.0], [0.0, 0.0, 0.0], [0.0, 0.0, 0.0], [-0.1, -0.1, 0.0], [0.0, 0.0, 0.0], [0.0, 0.0, 0.0], [0.0, 0.1, 0.0], [0.0, 0.1, 0.1], [0.0, 0.0, -0.1], [0.1, -0.1, -0.1], [0.0, 0.0, 0.0], [0.0, 0.0, 0.0], [0.0, 0.0, 0.0], [0.0, 0.0, 0.0], [0.0, 0.0, 0.0], [0.0, 0.0, 0.0], [0.0, 0.0, 0.0], [0.0, 0.0, 0.0], [0.0, 0.0, 0.0], [0.1, 0.0, 0.0], [-0.3, 0.1, -0.2], [0.0, -0.1, 0.1], [-0.1, 0.2, 0.0], [-0.1, -0.3, 0.1], [0.0, 0.2, 0.0], [0.1, 0.0, 0.0], [0.4, -0.2, 0.1], [-0.1, 0.2, 0.0], [0.0, 0.0, 0.0], [-0.2, 0.1, 0.0], [0.1, -0.5, -0.1], [0.0, 0.3, -0.2], [0.1, 0.0, 0.0], [0.0, 0.0, 0.0], [0.0, -0.1, 0.0], [0.0, -0.1, 0.0], [0.0, 0.0, 0.0], [0.1, -0.1, 0.1]], "lowdin_charge": [1.601, -0.081, -0.056, -0.069, -0.451, -0.138, -0.079, 0.988, -0.384, -0.111, -0.088, -0.094, -0.085, -0.083, -0.485, -0.110, -0.101, -0.104, -0.192, -0.396, 0.103, 0.110, 0.108, 0.098, 0.102, 0.105, 0.101, 0.100, 0.102, 0.099, 0.100, 0.096, 0.095, 0.080, 0.054, -0.278, -0.070, -0.105, -0.106, -0.057, -0.147, -0.265, -0.065, -0.108, -0.113, -0.190, -0.296, 0.089, 0.066, 0.092, 0.098, 0.100, 0.113, 0.105, 0.093, 0.092, 0.053, 0.095, -0.704, 0.025, -0.332, -0.365, 1.052, -0.355, -0.365, 1.040, -0.693, 0.011, 0.115, 0.072, 0.096, 0.074, 0.071, 0.097, 0.033]}


LUMO values (in eV) by entry order: 0.9699, -0.2791, -0.0623, 0.0956.